(1)
28
Properties=species:S:1:pos:R:3:lowdin_charge:R:1 method="wB97M-V/def2-TZVPD" largest_force_ev_per_a=1.2 orbital_gap_ev=9.0 total_energy_ha=-1103.6491 e_above_lowest_kj_mol=2.83 charge=-1
O -1.4044 0.4654 0.5440 -0.02
C -0.2999 0.0174 0.1946 -0.61
O 0.0464 -0.3330 -0.9670 -0.10
C 0.7437 -0.1444 1.3419 -0.37
C 1.7402 0.9981 1.4407 -0.51
S 2.9284 1.2061 0.0647 0.71
N 0.0801 -0.2562 2.6456 0.04
H 1.2139 -1.1063 1.1372 0.13
H 1.3219 1.9858 1.6158 0.06
H 2.3727 0.7382 2.2822 0.06
H 2.0258 1.5464 -0.8613 -0.15
H 0.0555 -1.1967 3.0264 0.07
H -0.8812 0.0549 2.5442 0.06
H -2.3507 -1.5452 -0.8517 0.00
H -3.5979 -0.8541 -0.3243 0.02
O -3.2769 -1.7064 -0.6377 -0.07
H 0.4436 -3.2532 -0.3451 0.02
H -0.1380 -2.3380 -1.4147 0.00
O -0.1859 -3.2413 -1.0689 -0.06
H 1.8784 -0.7682 -1.6635 -0.04
H 2.0610 -0.7601 -3.1412 0.03
O 2.5076 -1.0709 -2.3439 -0.11
H -2.1787 2.2214 1.1215 0.01
H -1.2923 2.7014 2.2067 0.02
O -2.2296 2.7602 1.9442 -0.10
H -0.3747 0.6381 -2.3767 -0.02
H -0.4775 2.0769 -2.9885 0.01
O -0.7313 1.1634 -3.1252 -0.09

(2)
12
Properties=species:S:1:pos:R:3:lowdin_charge:R:1 method="wB97M-V/def2-TZVPD" largest_force_ev_per_a=1.3 orbital_gap_ev=8.1 total_energy_ha=-323.1810 e_above_lowest_kj_mol=97.73 charge=-1
C -1.1413 1.7925 1.4408 -0.09
C -0.6107 1.1744 0.3754 -0.31
N -0.4404 -0.1840 0.2470 0.05
H -1.2971 1.3186 2.4092 0.02
H -1.5963 2.7598 1.3113 0.01
H -0.4238 1.7725 -0.5079 0.10
H -1.0055 -0.7153 0.8766 0.08
H -0.1162 -0.6372 -0.6258 0.03
O 2.2228 -2.9074 -1.6049 -0.13
C 1.6388 -1.8244 -1.4077 -0.69
O 0.8325 -1.1569 -2.0959 -0.15
H 1.9373 -1.3927 -0.4180 0.08

(3)
18
Properties=species:S:1:pos:R:3:lowdin_charge:R:1 method="wB97M-V/def2-TZVPD" largest_force_ev_per_a=3.3 orbital_gap_ev=7.3 total_energy_ha=-343.5539 e_above_lowest_kj_mol=570.52 charge=-1
C -0.9454 -0.0094 0.6694 -0.31
N -0.5577 -1.3010 -0.0341 -0.01
C -1.3433 0.9144 -0.5912 -0.47
C -0.1010 1.5681 -1.1633 -0.08
N -1.9224 1.3794 0.5546 0.04
C 2.0610 -0.9181 0.9493 -0.43
O 2.0509 -1.3496 -0.3696 -0.41
H -1.6559 -0.3113 1.4104 0.10
H -0.0751 0.3352 1.1730 0.07
H 0.4914 -1.3985 -0.2831 0.00
H -0.9065 -1.2593 -1.0109 0.05
H -2.0059 0.4841 -1.4279 0.13
H 0.8829 1.1070 -0.9166 0.07
H -0.0712 1.6261 -2.2795 0.07
H 0.0357 2.5889 -0.7825 0.07
H 3.0388 -1.2943 1.5546 0.07
H 2.0091 0.1626 1.0875 0.02
H 1.1821 -1.1224 1.6024 0.03

(4)
44
Properties=species:S:1:pos:R:3:lowdin_charge:R:1 method="wB97M-V/def2-TZVPD" largest_force_ev_per_a=0.8 orbital_gap_ev=9.3 smiles="CCCCCn1c(CNC(=O)COC)nc2ccccc21" total_energy_ha=-938.2671 e_above_lowest_kj_mol=63.01
C -4.4241 -2.6010 0.4096 -0.11
C -3.1628 -3.4448 0.2647 -0.26
C -1.8879 -2.6066 0.1638 -0.22
C -1.7898 -1.8238 -1.1432 -0.17
C -0.5061 -0.9910 -1.2272 -0.13
N -0.5044 0.0776 -0.2602 0.03
C 0.1129 0.1416 0.9596 -0.28
N -0.1449 1.2397 1.6149 0.17
C -0.9952 1.9599 0.8185 -0.23
C -1.5901 3.2005 1.0203 -0.02
C -2.4101 3.6846 0.0242 -0.10
C -2.6394 2.9654 -1.1512 -0.10
C -2.0593 1.7331 -1.3715 -0.02
C -1.2361 1.2356 -0.3724 -0.16
H -2.2395 1.1861 -2.2850 0.11
H -3.2878 3.3862 -1.9055 0.10
H -2.8896 4.6444 0.1486 0.10
H -1.4075 3.7532 1.9277 0.11
C 1.0642 -0.8891 1.4763 -0.08
N 2.4129 -0.6149 1.0215 0.10
C 2.9708 -1.2288 -0.0339 -0.48
O 2.4515 -2.1424 -0.6462 0.05
C 4.3596 -0.6855 -0.3788 -0.13
O 4.5280 0.6684 -0.0313 -0.19
C 3.8689 1.5573 -0.9046 -0.09
H 2.7848 1.3954 -0.9113 0.09
H 4.0812 2.5601 -0.5400 0.09
H 4.2466 1.4529 -1.9280 0.09
H 5.1001 -1.2460 0.1999 0.14
H 4.5485 -0.8569 -1.4466 0.13
H 2.8932 0.1817 1.4165 0.15
H 1.0457 -0.8562 2.5674 0.13
H 0.8003 -1.8888 1.1267 0.11
H 0.3707 -1.6242 -1.0735 0.10
H -0.4285 -0.5401 -2.2222 0.13
H -2.6479 -1.1566 -1.2382 0.10
H -1.8026 -2.5189 -1.9846 0.12
H -1.8531 -1.9133 1.0083 0.11
H -1.0246 -3.2731 0.2366 0.11
H -3.2480 -4.0808 -0.6193 0.11
H -3.0771 -4.0995 1.1350 0.10
H -4.3342 -1.9255 1.2578 0.08
H -5.2882 -3.2412 0.5718 0.07
H -4.6079 -2.0088 -0.4830 0.06

(5)
20
Properties=species:S:1:pos:R:3:lowdin_charge:R:1 method="wB97M-V/def2-TZVPD" largest_force_ev_per_a=4.1 orbital_gap_ev=9.2 smiles="C=C1O[C@]12CNc1ncccc12" total_energy_ha=-532.4030 e_above_lowest_kj_mol=324.87
C -2.2660 1.6373 -0.3043 -0.08
C -0.8719 1.5115 -0.2955 -0.01
C -3.0729 0.5359 -0.0686 -0.17
C -0.3120 0.3279 0.0503 -0.08
C -1.2481 -0.7458 0.3003 -0.23
C 2.3534 0.3461 -0.0509 -0.38
C 3.1101 0.4040 -1.1018 0.07
C 0.8253 -1.6817 0.6870 -0.10
C 1.0582 -0.0924 0.3421 -0.21
N -2.5855 -0.6463 0.2205 0.10
N -0.5457 -1.9102 0.6186 0.03
O 2.0187 0.6568 1.1518 0.16
H -2.6920 2.6071 -0.6106 0.10
H -0.3392 2.4063 -0.5226 0.11
H -4.2302 0.4440 -0.1462 0.14
H 4.0058 1.0013 -1.1822 0.05
H 3.0245 -0.2304 -2.0299 0.09
H 1.4308 -2.3058 -0.0429 0.14
H 1.3393 -1.8062 1.6400 0.12
H -1.0026 -2.4593 1.3449 0.15

(6)
51
Properties=species:S:1:pos:R:3:lowdin_charge:R:1 method="wB97M-V/def2-TZVPD" largest_force_ev_per_a=0.7 orbital_gap_ev=8.4 smiles="COc1ccc(/C=C(/NC(=O)c2ccccc2)C(=O)Nc2cccc(C(=O)O)c2)cc1" total_energy_ha=-1412.3259 e_above_lowest_kj_mol=30.16
C -6.9892 -0.8402 0.7247 -0.09
H -8.0766 -0.8568 0.6712 0.09
O -6.6125 0.4766 0.4004 -0.08
C -5.2898 0.7827 0.3511 -0.27
C -4.9805 2.0971 -0.0080 0.00
C -3.6709 2.5073 -0.0887 -0.03
C -2.6204 1.6205 0.1655 -0.22
C -2.9394 0.3213 0.5516 -0.02
C -4.2524 -0.0980 0.6434 0.00
H -4.4547 -1.1130 0.9470 0.11
H -2.1522 -0.3709 0.8079 0.12
C -1.2509 2.0914 0.0543 0.03
C -0.1816 1.3593 -0.2885 -0.12
N 1.0897 1.9918 -0.3452 0.14
C 2.2371 1.6187 0.2719 -0.40
O 2.3687 0.5753 0.8961 0.06
C 3.3674 2.5744 0.1148 -0.14
C 4.6541 2.0452 0.0564 -0.01
C 5.7474 2.8792 -0.0805 -0.07
C 5.5676 4.2514 -0.1421 -0.08
C 4.2925 4.7864 -0.0587 -0.08
C 3.1943 3.9550 0.0671 -0.04
H 2.2107 4.3941 0.1639 0.11
H 4.1528 5.8568 -0.0886 0.11
H 6.4203 4.9055 -0.2458 0.10
H 6.7407 2.4601 -0.1345 0.11
H 4.7763 0.9744 0.1171 0.12
H 1.0796 2.9195 -0.7469 0.14
C -0.3171 -0.0429 -0.8390 -0.43
O -1.0738 -0.2538 -1.7651 0.09
N 0.4611 -0.9594 -0.2191 0.15
C 0.5612 -2.3239 -0.4818 -0.19
C 1.5642 -3.0288 0.1791 0.06
C 1.7038 -4.3956 -0.0253 -0.14
C 0.8393 -5.0663 -0.8900 -0.02
C -0.1546 -4.3620 -1.5411 -0.06
C -0.3016 -2.9994 -1.3443 0.00
H -1.0745 -2.4510 -1.8572 0.10
H -0.8273 -4.8747 -2.2121 0.11
H 0.9671 -6.1279 -1.0329 0.12
C 2.7589 -5.1718 0.6587 -0.49
O 2.9318 -6.3595 0.5323 0.10
O 3.5394 -4.4274 1.4602 0.11
H 4.2076 -4.9925 1.8774 0.13
H 2.2350 -2.5113 0.8479 0.12
H 1.1507 -0.5882 0.4463 0.10
H -1.1033 3.1440 0.2746 0.13
H -3.4493 3.5253 -0.3749 0.11
H -5.7928 2.7746 -0.2188 0.12
H -6.6735 -1.1109 1.7375 0.10
H -6.5803 -1.5617 0.0106 0.10